No. 1
{
  "formula": "C27H33Br2F14I2N2NbO16P",
  "method": "wB97M-V/def2-TZVPD",
  "species": ["C", "C", "I", "C", "I", "Nb", "N", "C", "C", "C", "F", "F", "C", "F", "F", "C", "F", "F", "C", "F", "F", "F", "C", "Br", "C", "C", "Br", "P", "N", "O", "H", "H", "H", "H", "H", "H", "H", "H", "H", "H", "H", "H", "H", "H", "H", "H", "H", "H", "C", "C", "O", "C", "O", "O", "F", "H", "H", "H", "C", "C", "O", "C", "O", "O", "F", "H", "H", "H", "C", "C", "O", "C", "O", "O", "F", "H", "H", "H", "C", "C", "O", "C", "O", "O", "F", "H", "H", "H", "C", "C", "O", "C", "O", "O", "F", "H", "H", "H"],
  "xyz": [[-3.439, 1.037, -2.463], [-3.801, 0.801, -0.919], [-5.943, 0.498, -0.371], [-2.754, 0.793, 0.088], [-3.517, 0.438, 2.168], [-0.522, 1.064, -0.034], [-0.497, 1.922, 1.953], [-0.348, -1.003, 1.005], [1.039, -1.795, 0.663], [1.119, -3.100, 1.647], [1.774, -4.187, 0.825], [-0.281, -3.585, 1.867], [1.992, -2.905, 3.017], [2.994, -4.038, 3.021], [2.859, -1.667, 3.015], [1.159, -3.065, 4.417], [2.198, -3.042, 5.515], [0.488, -4.408, 4.576], [0.113, -1.859, 4.770], [0.559, -0.496, 4.405], [-1.287, -2.163, 4.288], [-0.011, -1.852, 6.277], [-0.598, 3.133, -1.035], [1.252, 3.409, -1.853], [-0.800, 4.382, 0.001], [-1.551, 5.682, -0.736], [1.071, 5.047, 0.465], [-0.197, -0.218, -2.257], [-1.396, -1.596, -2.206], [-0.509, 0.790, -3.653], [-3.180, 0.071, -3.110], [-2.674, 1.852, -2.754], [-4.463, 1.411, -2.961], [1.301, 1.254, -0.035], [-0.533, 1.174, 2.687], [0.409, 2.417, 2.108], [-1.240, -1.635, 0.525], [-0.583, -0.942, 2.152], [1.955, -1.072, 0.700], [0.999, -2.218, -0.452], [-1.337, 3.264, -1.904], [-1.448, 4.158, 0.949], [-2.523, 5.276, -1.259], [-0.846, 6.254, -1.474], [-1.879, 6.382, 0.162], [-1.706, -1.645, -3.219], [-2.198, -1.360, -1.587], [-0.587, 1.756, -3.429], [4.692, 0.863, 2.751], [5.438, 1.162, 4.006], [5.217, 2.540, 4.200], [4.003, 2.788, 3.634], [3.346, 3.796, 3.836], [3.606, 1.765, 2.817], [6.764, 0.962, 3.838], [5.279, 1.068, 1.850], [4.340, -0.172, 2.712], [5.085, 0.606, 4.881], [-7.057, -4.967, 0.098], [-5.918, -4.006, 0.103], [-6.540, -2.758, 0.307], [-7.664, -3.036, 1.027], [-8.316, -2.198, 1.628], [-7.967, -4.369, 0.999], [-5.300, -3.983, -1.099], [-7.529, -5.059, -0.886], [-6.763, -5.963, 0.440], [-5.183, -4.185, 0.896], [-0.357, -6.878, 0.834], [-0.837, -7.729, -0.292], [-2.149, -8.072, 0.092], [-2.579, -7.031, 0.859], [-3.747, -6.829, 1.147], [-1.541, -6.235, 1.260], [-0.109, -8.864, -0.383], [0.055, -7.465, 1.662], [0.393, -6.149, 0.514], [-0.858, -7.220, -1.261], [6.804, 4.091, -1.390], [6.730, 2.987, -0.390], [5.743, 2.130, -0.919], [5.811, 2.301, -2.269], [5.311, 1.540, -3.081], [6.514, 3.426, -2.603], [6.298, 3.447, 0.805], [6.055, 4.871, -1.215], [7.793, 4.555, -1.424], [7.666, 2.435, -0.262], [-0.975, 5.089, -6.247], [0.357, 5.671, -5.918], [0.421, 5.573, -4.513], [-0.341, 4.488, -4.199], [-0.310, 3.920, -3.120], [-1.138, 4.108, -5.243], [0.408, 6.979, -6.256], [-1.787, 5.821, -6.174], [-0.998, 4.639, -7.243], [1.203, 5.137, -6.364]],
  "lowdin_charge": [-0.208, -0.802, 0.684, -0.802, 0.600, 1.408, -0.246, -0.405, -0.193, -0.183, -0.044, -0.011, -0.068, 0.000, 0.005, -0.073, 0.011, 0.036, -0.125, 0.055, 0.021, 0.015, -0.708, 0.657, -0.706, -0.177, 0.499, 0.633, -0.293, -0.491, 0.079, 0.049, 0.068, -0.110, -0.066, -0.032, 0.048, -0.001, 0.096, 0.110, 0.029, 0.087, 0.085, 0.070, 0.081, 0.017, -0.031, -0.031, -0.074, -0.329, 0.135, -0.501, 0.140, 0.076, 0.073, 0.137, 0.120, 0.177, -0.076, -0.330, 0.055, -0.509, 0.132, 0.071, 0.079, 0.147, 0.142, 0.178, -0.074, -0.328, 0.139, -0.495, 0.131, 0.073, 0.076, 0.152, 0.129, 0.180, -0.078, -0.334, 0.138, -0.498, 0.153, 0.071, 0.082, 0.152, 0.142, 0.176, -0.077, -0.329, 0.145, -0.482, -0.348, 0.082, 0.076, 0.148, 0.144, 0.179],
  "energy_ev": -269430.9955,
  "molar_mass_g_mol": 1445.0,
  "gap_ha": 0.207,
  "lumo_energy_ev": 1.383,
  "homo_ev": -4.2,
  "total_charge": -1,
  "spin_multiplicity": 1
}

No. 2
{
  "formula": "C27H33F2N8",
  "method": "wB97M-V/def2-TZVPD",
  "species": ["C", "H", "H", "H", "C", "N", "C", "C", "N", "C", "C", "C", "C", "C", "N", "C", "H", "N", "H", "H", "C", "N", "C", "C", "C", "N", "H", "F", "C", "C", "C", "N", "C", "N", "C", "C", "C", "H", "F", "C", "H", "H", "H", "C", "C", "H", "H", "H", "C", "H", "H", "H", "H", "H", "H", "H", "H", "H", "C", "C", "H", "H", "H", "H", "H", "H", "H", "H", "H", "H"],
  "xyz": [[9.323, 2.792, -1.247], [9.646, 1.962, -1.869], [9.651, 3.722, -1.703], [9.799, 2.707, -0.274], [7.803, 2.789, -1.134], [7.289, 1.481, -0.765], [7.543, 1.125, 0.617], [7.144, -0.336, 0.842], [5.756, -0.606, 0.517], [4.790, -0.151, 1.495], [3.538, -0.977, 1.419], [2.295, -0.473, 1.787], [1.169, -1.286, 1.722], [1.373, -2.577, 1.284], [2.533, -3.081, 0.921], [3.596, -2.304, 0.985], [4.536, -2.738, 0.679], [0.264, -3.553, 1.158], [0.707, -4.420, 0.816], [-0.197, -3.697, 2.065], [-0.746, -3.120, 0.174], [-1.659, -2.314, 0.632], [-2.609, -1.866, -0.218], [-2.501, -2.320, -1.557], [-1.484, -3.178, -1.922], [-0.579, -3.599, -1.034], [-1.384, -3.540, -2.934], [-3.360, -1.936, -2.505], [-3.610, -0.984, 0.328], [-4.727, -0.560, -0.404], [-5.625, 0.281, 0.220], [-6.796, 0.864, -0.206], [-7.268, 1.589, 0.855], [-6.487, 1.523, 1.906], [-5.455, 0.724, 1.563], [-4.333, 0.285, 2.271], [-3.437, -0.553, 1.664], [-2.579, -0.895, 2.217], [-4.117, 0.669, 3.535], [-8.509, 2.392, 0.880], [-9.359, 1.836, 0.493], [-8.389, 3.302, 0.295], [-8.700, 2.672, 1.912], [-7.377, 0.642, -1.522], [-7.811, 1.941, -2.198], [-7.939, 1.760, -3.262], [-7.052, 2.709, -2.073], [-8.755, 2.304, -1.805], [-8.518, -0.372, -1.438], [-8.174, -1.296, -0.979], [-8.880, -0.595, -2.438], [-9.347, 0.016, -0.852], [-6.572, 0.208, -2.124], [-4.895, -0.889, -1.415], [0.190, -0.923, 1.991], [2.198, 0.549, 2.123], [5.220, -0.292, 2.493], [4.525, 0.915, 1.404], [5.480, -0.148, -0.834], [5.884, 1.312, -1.072], [5.720, 1.559, -2.123], [5.249, 1.985, -0.463], [4.417, -0.284, -1.049], [6.058, -0.780, -1.513], [7.336, -0.628, 1.876], [7.751, -0.964, 0.184], [8.607, 1.237, 0.824], [6.986, 1.781, 1.314], [7.477, 3.566, -0.420], [7.381, 3.036, -2.112]],
  "nbo_charge": [-0.613, 0.216, 0.218, 0.202, -0.209, -0.447, -0.246, -0.217, -0.452, -0.255, -0.019, -0.138, -0.259, 0.300, -0.424, 0.069, 0.237, -0.541, 0.478, 0.454, 0.515, -0.474, 0.227, 0.331, 0.028, -0.445, 0.236, -0.293, -0.131, -0.194, 0.112, -0.355, 0.440, -0.469, 0.125, 0.398, -0.260, 0.236, -0.299, -0.668, 0.227, 0.240, 0.262, -0.029, -0.618, 0.229, 0.222, 0.215, -0.612, 0.219, 0.225, 0.211, 0.206, 0.233, 0.249, 0.235, 0.230, 0.190, -0.228, -0.236, 0.212, 0.153, 0.194, 0.211, 0.201, 0.209, 0.217, 0.156, 0.163, 0.197],
  "smiles": "CCN1CCN(Cc2ccc([NH2+]c3ncc(F)c(-c4cc(F)c5nc(C)n(C(C)C)c5c4)n3)nc2)CC1",
  "energy_ev": -45885.0354,
  "molar_mass_g_mol": 507.6,
  "relative_energy_kcal_mol": 33.5,
  "gap_ha": 0.252,
  "lumo_energy_ev": -3.420,
  "homo_ev": -10.3,
  "total_charge": 1,
  "spin_multiplicity": 1
}

No. 3
{
  "formula": "C27H33F6N7O3P2SSeTc",
  "method": "wB97M-V/def2-TZVPD",
  "species": ["Tc", "O", "S", "O", "O", "C", "C", "C", "C", "C", "C", "P", "C", "C", "C", "C", "C", "C", "C", "C", "C", "C", "C", "C", "H", "H", "H", "H", "H", "H", "H", "H", "H", "H", "H", "H", "H", "H", "C", "N", "C", "C", "N", "N", "C", "N", "N", "H", "H", "H", "H", "H", "H", "H", "H", "H", "H", "H", "C", "N", "C", "C", "N", "C", "C", "Se", "H", "H", "H", "H", "H", "H", "H", "H", "F", "P", "F", "F", "F", "F", "F"],
  "xyz": [[0.048, 0.025, 0.659], [0.341, 2.077, 0.509], [1.296, 2.168, 1.708], [2.446, 2.963, 1.507], [1.497, 0.700, 1.994], [0.294, 2.790, 2.994], [0.830, 3.672, 3.912], [0.021, 4.134, 4.945], [-1.293, 3.709, 5.039], [-1.821, 2.816, 4.109], [-1.029, 2.340, 3.072], [-1.782, 1.259, 1.822], [-2.612, 2.305, 0.619], [-3.361, 1.745, -0.422], [-4.002, 2.568, -1.333], [-3.895, 3.949, -1.220], [-3.147, 4.508, -0.194], [-2.503, 3.691, 0.724], [-2.958, 0.258, 2.739], [-2.503, -0.375, 3.903], [-3.372, -1.137, 4.662], [-4.699, -1.280, 4.266], [-5.155, -0.649, 3.119], [-4.291, 0.125, 2.354], [1.858, 3.996, 3.817], [0.423, 4.829, 5.669], [-1.924, 4.073, 5.838], [-2.853, 2.504, 4.197], [-3.470, 0.671, -0.509], [-4.601, 2.134, -2.123], [-4.404, 4.589, -1.928], [-3.070, 5.582, -0.100], [-1.928, 4.142, 1.521], [-1.483, -0.230, 4.245], [-3.027, -1.596, 5.579], [-5.381, -1.865, 4.868], [-6.194, -0.734, 2.829], [-4.675, 0.649, 1.491], [-1.944, -4.973, 1.351], [-1.323, -3.757, 1.893], [-0.769, -3.794, 3.254], [-1.212, -2.647, 1.179], [-0.726, -1.524, 1.678], [-1.614, -2.719, -0.142], [-1.650, -1.723, -1.084], [-2.155, -2.062, -2.268], [-1.241, -0.510, -0.808], [-2.073, -5.681, 2.163], [-1.309, -5.445, 0.598], [-2.935, -4.760, 0.949], [-0.793, -4.819, 3.609], [-1.362, -3.179, 3.933], [0.272, -3.468, 3.251], [-0.484, -1.593, 2.658], [-1.850, -3.643, -0.469], [-2.511, -2.983, -2.465], [-2.078, -1.432, -3.050], [-1.365, 0.138, -1.577], [3.486, 4.351, -1.781], [3.704, 3.411, -2.884], [4.915, 3.090, -3.394], [4.710, 2.167, -4.385], [3.378, 1.942, -4.455], [2.754, 1.013, -5.400], [2.738, 2.698, -3.526], [0.940, 2.780, -3.189], [4.359, 4.992, -1.708], [3.350, 3.803, -0.851], [2.608, 4.954, -1.990], [5.829, 3.533, -3.038], [5.415, 1.679, -5.035], [3.124, 1.226, -6.399], [1.679, 1.155, -5.372], [3.003, -0.007, -5.115], [1.566, 0.392, -0.851], [2.312, -1.122, -1.297], [2.815, -2.571, -1.549], [1.292, -1.674, 0.014], [3.094, -0.393, -2.449], [3.398, -0.800, -0.216], [1.038, -1.338, -2.243]],
  "lowdin_spin": [0.894, -0.006, 0.004, -0.001, 0.050, 0.000, 0.001, 0.000, 0.000, 0.000, -0.001, -0.014, 0.000, -0.001, 0.000, -0.001, 0.000, -0.001, -0.003, -0.002, 0.000, -0.002, 0.000, -0.002, 0.000, 0.000, 0.000, 0.000, 0.000, 0.000, 0.000, 0.000, 0.000, 0.000, 0.000, 0.000, 0.000, 0.000, 0.000, -0.003, 0.000, 0.000, -0.002, 0.009, 0.020, 0.019, 0.031, 0.000, 0.000, 0.000, 0.000, 0.000, 0.000, 0.002, 0.000, 0.001, 0.000, 0.002, 0.002, 0.048, 0.083, 0.083, 0.050, 0.002, 0.020, 0.671, 0.000, 0.001, 0.001, 0.004, 0.004, 0.001, 0.001, 0.001, 0.026, 0.001, 0.000, 0.004, 0.000, 0.000, 0.001],
  "energy_ev": -158353.7278,
  "s_squared": 2.0326,
  "molar_mass_g_mol": 888.6,
  "relative_energy_kcal_mol": 46.7,
  "gap_ha": [0.247, 0.247],
  "lumo_energy_ev": [-9.540, -9.802],
  "homo_ev": [-16.3, -16.5],
  "total_charge": 3,
  "spin_multiplicity": 3
}